Density functional theory data (wB97M-V/def2-TZVPD) for 2 unconnected molecules or ions with the total composition C4H2Br2INO in a non-equilibrium geometry.

Calculated values
highest occupied orbital energy = -9.39 eV
total energy = -155899.0148 eV
HOMO-LUMO gap = 0.2959 Eh
LUMO level = -1.341 eV

The geometry in XYZ format:
```
11
Properties=species:S:1:pos:R:3:forces:R:3
C 0.3605 -0.5684 -1.2973 -0.361 2.087 2.302
C 1.0781 0.4756 -0.5015 -0.261 -0.475 -0.005
C 1.6408 1.2423 0.2546 -0.223 1.646 -1.401
C 4.3319 0.4513 1.2394 1.042 -1.347 -1.568
N -0.7521 -0.9795 -0.8348 0.252 -1.262 -1.068
O 4.6913 1.3709 1.8550 -0.394 -1.285 -0.345
Br 3.0977 -1.0259 1.4764 0.081 0.265 1.841
Br 2.4438 2.8793 0.7046 -1.149 -1.203 -0.257
I 5.1444 -0.3947 -0.8279 0.294 1.313 0.772
H 0.7693 -0.7608 -2.2533 0.526 -0.588 -0.935
H -1.1329 -1.6995 -1.4986 0.193 0.848 0.665
```
Positions in Å, forces in eV/Å.

These are the Mulliken partial charges, in e, on atoms 1 to 5:
1. C -0.43
2. C 0.65
3. C -0.27
4. C 0.27
5. N -0.50


Density functional theory data (wB97M-V/def2-TZVPD) for a molecular structure, C27H28BrIN4O4Ti.

Calculated values
highest occupied orbital energy = -13.26 eV
total energy = -143854.3449 eV
net charge = +2
energy relative to the best compared isomer or geometry (same formula, charge and spin) = 0.0 kcal per mole
HOMO-LUMO gap = 0.2295 Eh
LUMO level = -7.011 eV

The geometry in XYZ format:
```
66
Properties=species:S:1:pos:R:3:forces:R:3
Ti 0.4362 -0.3959 0.5736 -0.082 0.086 0.254
C -2.0877 3.3665 -1.6746 -0.061 0.023 0.098
C -1.0404 2.7845 -2.6112 0.113 -0.180 -0.129
N -1.2424 1.3558 -2.9399 -0.142 0.072 -0.212
C -1.7849 1.0816 -4.2973 0.206 0.019 0.208
C -3.2759 1.3402 -4.3716 -0.076 0.001 -0.054
C -0.9684 0.3966 -2.0894 0.131 0.121 0.321
C -1.2784 -1.0268 -2.4279 -0.054 -0.046 -0.060
N -0.4246 0.6669 -0.8854 0.196 -0.251 -0.094
H -1.8646 4.4183 -1.4986 0.003 -0.002 -0.016
H -2.1262 2.8724 -0.7027 0.043 -0.038 -0.001
H -3.0840 3.3031 -2.1082 0.022 -0.005 -0.025
H -0.0236 2.9021 -2.2275 -0.035 0.043 0.047
H -1.0603 3.3100 -3.5628 -0.006 0.047 0.015
H -1.5231 0.0650 -4.5739 -0.080 -0.003 -0.007
H -1.2278 1.7297 -4.9728 -0.058 0.028 -0.032
H -3.8196 0.7313 -3.6478 -0.001 0.001 -0.007
H -3.6466 1.0965 -5.3663 0.023 -0.002 -0.005
H -3.5073 2.3882 -4.1830 -0.006 -0.015 -0.009
H -2.2160 -1.0989 -2.9736 0.012 0.004 -0.001
H -1.3741 -1.6203 -1.5250 0.025 0.016 0.047
H -0.4823 -1.4547 -3.0383 -0.006 -0.007 -0.005
H -0.4002 1.6565 -0.6660 -0.013 0.063 0.019
N 4.2603 0.3600 2.1657 -0.085 0.049 -0.101
C 3.1593 -0.3462 1.9208 -0.031 -0.001 0.012
N 2.3837 0.2402 1.0197 -0.089 0.094 -0.019
C 3.0435 1.4303 0.6571 -0.233 -0.139 -0.084
C 2.7104 2.4281 -0.2549 -0.003 0.057 -0.037
C 3.5918 3.4788 -0.3924 0.085 0.021 0.041
C 4.7849 3.5459 0.3501 -0.063 -0.010 -0.029
C 5.1279 2.5582 1.2478 -0.049 0.032 -0.058
C 4.2272 1.5071 1.3758 0.257 -0.112 0.250
H 4.9848 0.0868 2.8106 0.041 0.028 0.005
H 2.9330 -1.2802 2.4089 -0.001 -0.006 -0.003
H 1.8104 2.3843 -0.8526 -0.005 -0.045 0.018
H 3.3684 4.2712 -1.0934 0.006 0.002 0.004
H 5.4486 4.3873 0.2084 -0.011 0.003 -0.007
H 6.0463 2.6001 1.8167 -0.002 -0.008 -0.002
I -4.9778 1.5589 6.9590 -0.154 0.051 0.183
C -3.7102 1.1227 5.3993 0.116 -0.027 -0.139
C -2.6304 1.9686 5.1360 0.001 -0.067 -0.062
C -1.7768 1.6759 4.0932 -0.065 0.050 0.126
C -2.0065 0.5368 3.3142 -0.015 -0.022 -0.081
C -3.0905 -0.3079 3.5783 -0.119 0.018 0.100
C -3.9426 -0.0138 4.6216 0.064 0.051 -0.011
C -1.1260 0.2305 2.2266 0.125 0.171 -0.131
O -1.2731 -0.7973 1.4556 0.156 0.128 0.099
O -0.0819 0.9474 1.9276 -0.225 -0.030 0.168
H -2.4679 2.8453 5.7465 0.006 -0.003 0.003
H -0.9355 2.3225 3.8845 0.014 -0.026 -0.048
H -3.2626 -1.1855 2.9702 0.046 0.005 -0.027
H -4.7855 -0.6538 4.8398 0.010 -0.014 -0.010
Br 1.8105 -6.1742 -3.7211 0.032 -0.036 -0.160
C 1.4392 -5.6844 -1.9525 -0.034 0.059 0.197
C 1.2019 -6.6660 -0.9945 -0.006 -0.050 0.011
C 0.9303 -6.3204 0.3238 0.002 0.031 0.003
C 0.8947 -4.9900 0.7012 0.046 -0.118 -0.043
C 1.1270 -4.0162 -0.2699 0.167 0.126 -0.068
C 1.4035 -4.3500 -1.5995 -0.051 -0.139 0.013
C 1.0868 -2.6176 0.0848 -0.019 0.177 0.013
O 1.0869 -1.6686 -0.7951 -0.025 -0.343 -0.168
O 0.9637 -2.1882 1.2945 -0.037 0.009 -0.311
H 1.2329 -7.7080 -1.2840 -0.001 0.005 -0.001
H 0.7490 -7.0979 1.0526 0.001 -0.003 -0.006
H 0.6874 -4.7077 1.7239 -0.007 0.035 -0.010
H 1.5952 -3.5813 -2.3345 0.001 0.023 0.023
```
Positions in Å, forces in eV/Å.

These are the Mulliken partial charges, in e, on atoms 1 to 5:
1. Ti -0.43
2. C -0.80
3. C -0.79
4. N 0.21
5. C -0.90


Density functional theory data (wB97M-V/def2-TZVPD) for a molecular structure, CBr3NO in a non-equilibrium geometry.

Calculated values
highest occupied orbital energy (alpha / beta) = -7.94 / -7.94 eV
total energy = -214697.2966 eV
energy relative to the best compared isomer or geometry (same formula, charge and spin) = 23.2 kcal per mole
HOMO-LUMO gap (alpha / beta) = 0.2533 / 0.2528 Eh
LUMO level (alpha / beta) = -1.044 / -1.065 eV

The geometry in XYZ format:
```
6
Properties=species:S:1:pos:R:3:forces:R:3
C 0.7088 -0.0824 0.0210 -1.652 -0.221 -0.755
N -1.7107 -0.0756 -0.7984 1.032 1.050 2.762
O -2.1344 0.4037 0.1533 0.190 -1.022 -2.303
Br 0.1334 0.7902 1.5659 0.514 -0.017 0.051
Br 1.8286 0.8785 -1.1646 -0.083 0.001 0.187
Br 1.1743 -1.9144 0.2229 -0.001 0.208 0.057
```
Positions in Å, forces in eV/Å.

These are the Mulliken partial charges, in e, on atoms 1 to 5:
1. C -0.15
2. N 0.24
3. O -0.09
4. Br 0.03
5. Br -0.01


Density functional theory data (wB97M-V/def2-TZVPD) for C5H5NO3S in the gas phase in a non-equilibrium geometry.

Calculated values
highest occupied orbital energy (alpha / beta) = -9.69 / -9.23 eV
total energy = -23728.0280 eV
energy relative to the best compared isomer or geometry (same formula, charge and spin) = 117.1 kcal per mole
HOMO-LUMO gap (alpha / beta) = 0.2933 / 0.2714 Eh
LUMO level (alpha / beta) = -1.705 / -1.840 eV

The geometry in XYZ format:
```
15
Properties=species:S:1:pos:R:3:forces:R:3
C -1.1971 0.1516 1.2930 -0.483 -1.058 -1.357
C -2.5095 0.4048 1.0579 -0.827 0.981 3.284
C -0.7497 -0.5813 0.1407 -0.860 0.250 -1.158
C -1.8208 -0.5068 -0.7353 1.423 -0.893 0.843
C 0.5937 -1.1833 0.0634 1.908 2.111 1.623
N 1.6138 -0.2258 -0.4605 1.182 -0.567 0.531
O 3.9568 0.8699 -0.6945 -1.324 -0.193 0.127
O 3.5794 -0.7973 1.0588 -0.143 -1.357 1.024
O -2.8960 -0.0176 -0.1534 -0.324 0.150 -0.754
S 3.0441 0.2603 0.2709 0.289 1.093 -0.965
H -0.5017 0.2386 2.0916 -0.270 0.523 0.927
H -3.3090 0.7298 1.7870 1.040 -0.150 -1.411
H 0.9845 -1.3968 1.0846 -0.589 0.069 -0.413
H 0.7353 -2.0832 -0.4321 -0.359 -1.623 -1.334
H 1.4058 0.4028 -1.1898 -0.661 0.662 -0.969
```
Positions in Å, forces in eV/Å.

These are the Mulliken partial charges, in e, on atoms 1 to 5:
1. C -0.41
2. C -0.47
3. C 0.86
4. C -0.19
5. C -0.85


Q: What is the total energy in the third record?
A: -214697.2966 eV


Q: Which of these has the lowest total energy?
A: CBr3NO